(1)
Below is a structure of composition C10H8ClO3S, with properties calculated with wB97M-V/def2-TZVPD.

CARTESIAN COORDINATES (ANGSTROEM)
Cl -1.280 1.877 3.135
S -2.287 2.520 0.427
O -2.177 3.970 0.607
O -3.435 1.911 1.064
O -1.951 2.034 -0.902
C -0.403 -1.036 -1.943
C 1.382 -2.212 -0.308
C 0.004 -2.318 -2.268
C -0.815 2.009 1.495
C 1.484 0.918 1.575
C 1.741 -0.317 1.217
C 0.986 -0.871 0.063
C -0.138 -0.468 -0.683
C 0.875 -2.947 -1.343
C 0.286 1.531 0.951
H -0.463 -2.959 -3.024
H 0.574 2.350 0.097
H -1.143 0.510 -0.445
H 2.500 -0.766 1.747
H 1.888 1.459 2.345
H -0.970 -0.465 -2.649
H 2.073 -2.778 0.350
H 1.267 -3.951 -1.507

Results
HOMO level (eV): -4.99
Charge: -1
Energy above the lowest of the compared OMol25 structures with the same formula, charge and spin (kJ/mol): 62.1

***

(2)
Below is the molecule C10H8FN3S, with properties calculated with wB97M-V/def2-TZVPD.

CARTESIAN COORDINATES (ANGSTROEM)
S -1.362 2.235 -1.192
F -0.321 4.110 0.480
N -1.580 -0.422 -1.086
N 1.156 2.118 1.714
N 1.872 3.227 -2.138
C -0.250 -1.882 0.214
C -1.204 -1.668 -0.779
C 0.409 -0.726 0.740
C 0.101 2.983 -0.309
C 0.114 0.569 0.267
C -1.946 -2.830 -1.361
C 0.538 1.878 0.683
C 1.542 -1.031 1.667
C -0.993 0.564 -0.647
C 1.093 3.266 -1.306
H 1.548 3.120 1.823
H 0.222 -2.786 0.405
H 2.032 -1.938 1.247
H -2.694 -2.351 -1.880
H -2.131 -3.621 -0.716
H 1.096 -1.488 2.584
H 2.116 -0.072 1.848
H -1.357 -3.252 -2.258

Results
HOMO level (eV): -9.10
Charge: 0
Energy above the lowest of the compared OMol25 structures with the same formula, charge and spin (kJ/mol): 0.0

***

(3)
Below is a cluster of 2 separate species, C10H8N2O2 in total, with properties calculated with wB97M-V/def2-TZVPD.

CARTESIAN COORDINATES (ANGSTROEM)
O 0.530 1.155 -2.861
O -1.065 -0.472 -2.886
N 0.176 1.877 0.324
N 0.659 0.719 0.701
C -2.084 -2.408 0.498
C -0.247 0.322 -2.887
C -0.683 -2.710 0.442
C 1.096 2.754 0.085
C -2.532 -1.124 0.609
C -1.623 -0.044 0.612
C 0.210 -1.659 0.530
C 2.807 1.102 0.460
C -0.261 -0.402 0.522
C 2.557 2.314 0.208
H 3.279 3.031 0.113
H 3.594 0.332 0.573
H -2.761 -3.173 0.320
H 1.317 -1.807 0.787
H -3.614 -0.909 0.796
H -0.395 -3.706 0.246
H -1.761 1.013 0.878
H 0.800 3.792 -0.071

Results
HOMO level (spin up / spin down) (eV): -7.70 / -7.70
Charge: 0
Energy above the lowest of the compared OMol25 structures with the same formula, charge and spin (kJ/mol): 284.2

***

(4)
Below is a structure of composition C10H8N3O6Ru, with properties calculated with wB97M-V/def2-TZVPD.

CARTESIAN COORDINATES (ANGSTROEM)
Ru 0.035 -0.509 -0.777
O -1.746 -1.227 1.824
O -0.632 -2.130 -3.292
O -3.037 0.078 -0.168
O 0.779 -3.019 0.765
O -1.309 3.240 0.292
O 2.883 0.566 -0.980
N -1.000 -0.772 3.946
N 0.205 -0.039 2.067
N 2.084 1.296 2.326
C 0.747 0.763 4.224
C -0.383 -1.488 -2.374
C -0.878 -0.696 2.570
C 0.500 -2.044 0.185
C 1.782 0.171 -0.963
C 1.024 0.620 2.855
C -2.089 -1.572 4.489
C -0.232 2.893 0.539
C -0.263 0.023 4.787
C -1.886 -0.151 -0.246
H 1.315 1.433 4.844
H 0.620 2.159 0.928
H -2.066 -1.525 5.590
H 2.704 1.738 2.994
H 2.500 0.935 1.494
H -0.564 -0.031 5.853
H -2.000 -2.629 4.185
H -3.078 -1.222 4.146

Results
HOMO level (spin up / spin down) (eV): -12.71 / -18.00
Multiplicity: 6
Charge: +2
Energy above the lowest of the compared OMol25 structures with the same formula, charge and spin (kJ/mol): 40.3

***

(5)
Below is the molecule C10H9BrN2O2, with properties calculated with wB97M-V/def2-TZVPD.

CARTESIAN COORDINATES (ANGSTROEM)
Br -2.802 2.760 -0.012
O 2.641 1.679 -0.782
O 0.302 -1.515 -2.396
N 1.506 1.064 -3.041
N 1.684 0.183 -1.992
C -0.522 -0.856 0.534
C 1.973 -0.242 0.491
C -2.272 -0.822 2.263
C -1.137 0.374 0.078
C -1.058 -1.401 1.689
C -2.189 0.963 0.718
C 0.849 -0.784 -1.585
C -2.748 0.382 1.860
C 0.859 -1.207 -0.050
C 2.248 0.558 -0.733
H -2.770 -1.202 3.125
H -3.633 0.912 2.354
H 0.602 1.520 -2.999
H 1.651 0.366 1.290
H -0.518 -2.281 2.127
H 2.856 -0.878 0.806
H 2.189 1.733 -3.065
H -0.887 0.972 -0.801
H 1.177 -2.279 0.121

Results
HOMO level (eV): -9.48
Charge: 0
Energy above the lowest of the compared OMol25 structures with the same formula, charge and spin (kJ/mol): 54.8

***

(6)
Below is the molecule C10H9BrO, with properties calculated with wB97M-V/def2-TZVPD.

CARTESIAN COORDINATES (ANGSTROEM)
Br 3.046 0.316 -2.201
O 0.218 1.407 -3.266
C -0.007 1.257 -0.843
C -0.916 2.587 0.834
C 1.048 -0.849 -0.533
C 0.390 0.860 -2.210
C 0.515 0.381 0.123
C 0.282 0.553 1.436
C -0.112 -1.862 -0.508
C -0.367 1.743 1.753
C -0.802 2.362 -0.500
C 1.181 -0.380 -2.028
H -1.350 3.002 -1.331
H 0.153 -2.736 -1.044
H -0.619 1.800 2.817
H -0.334 -2.317 0.438
H -1.538 3.394 1.271
H 1.038 -1.104 -2.694
H 1.858 -1.354 -0.194
H -1.019 -1.228 -0.949
H 0.323 -0.184 2.230

Results
HOMO level (eV): -9.64
Charge: 0
Energy above the lowest of the compared OMol25 structures with the same formula, charge and spin (kJ/mol): 0.0

***

(7)
Below is a structure of composition C10H9CaN2O7, with properties calculated with wB97M-V/def2-TZVPD.

CARTESIAN COORDINATES (ANGSTROEM)
Ca 1.032 -1.090 0.562
O 0.440 5.245 -0.779
O 0.954 -3.267 0.909
O -0.208 0.093 2.150
O 2.847 1.137 -2.805
O -1.246 1.985 2.805
O 0.283 -5.331 1.461
O 2.266 -0.440 -1.300
N 0.860 1.272 0.088
N -1.201 -1.565 -0.436
C -1.207 -3.987 0.186
C 2.279 0.734 -1.794
C 0.596 3.919 -0.513
C -1.845 -2.615 0.381
C 0.113 -4.234 0.942
C 1.469 1.760 -0.983
C -0.040 3.399 0.609
C -0.518 1.326 2.069
C 1.366 3.094 -1.329
C 0.124 2.052 0.873
H -1.767 -2.305 1.426
H -1.911 -4.759 0.497
H -1.710 -0.692 -0.339
H -1.010 -4.147 -0.881
H 0.935 5.459 -1.577
H -1.224 -1.822 -1.417
H -0.645 4.013 1.260
H 1.880 3.452 -2.213
H -2.913 -2.687 0.146

Results
HOMO level (eV): -6.14
Charge: -1

***

(8)
Below is a structure of composition C10H9Cl2NOPb, with properties calculated with wB97M-V/def2-TZVPD.

CARTESIAN COORDINATES (ANGSTROEM)
Pb -1.563 -1.676 -1.156
Cl 2.537 2.780 3.120
Cl -2.625 2.698 1.711
O -1.853 0.359 0.013
N 0.643 -0.558 -0.314
C 2.853 0.429 1.125
C 0.003 2.626 2.325
C 2.975 -0.625 0.238
C -3.133 -2.800 -2.291
C 1.585 1.026 1.326
C -1.047 2.080 1.560
C 0.492 0.499 0.541
C -0.882 0.966 0.659
C 1.288 2.106 2.214
C 1.869 -1.113 -0.459
H 3.912 -1.146 0.015
H -3.932 -2.024 -2.359
H -2.773 -3.088 -3.328
H -1.029 -0.333 -3.196
H 1.870 -1.984 -1.162
H 3.749 0.769 1.636
H -3.275 -3.634 -1.621
H -0.199 3.463 3.018
H -1.463 -0.820 -3.615

Results
HOMO level (spin up / spin down) (eV): -15.50 / -16.39
Charge: +2

***

(9)
Below is a structure of composition C10H9Cl2NOTi, with properties calculated with wB97M-V/def2-TZVPD.

CARTESIAN COORDINATES (ANGSTROEM)
Ti 1.797 -0.528 -1.234
Cl -3.201 2.101 2.458
Cl -1.318 2.871 -2.541
O 0.411 0.487 -1.885
N 0.459 -0.866 0.300
C -0.495 0.879 -0.959
C 2.015 -1.955 -2.799
C -0.486 0.163 0.250
C -2.184 1.627 1.182
C -1.334 0.489 1.355
C -0.340 -1.341 2.550
C -2.177 2.326 -0.014
C -1.347 1.976 -1.091
C -1.245 -0.296 2.494
C 0.492 -1.644 1.444
H -2.857 3.183 -0.120
H 3.365 0.328 -0.642
H 2.416 -1.053 -3.311
H -1.890 -0.089 3.336
H 1.218 -2.616 -3.220
H -0.248 -1.937 3.438
H 1.197 -2.472 1.408
H 2.887 -2.306 -2.216
H 2.862 0.673 -0.182

Results
HOMO level (spin up / spin down) (eV): -6.13 / -7.79
Multiplicity: 3
Charge: 0
Energy above the lowest of the compared OMol25 structures with the same formula, charge and spin (kJ/mol): 84.3

***

(10)
Below is the molecule C10H9FINO, with properties calculated with wB97M-V/def2-TZVPD.

CARTESIAN COORDINATES (ANGSTROEM)
I 0.982 0.941 -2.339
F -0.154 -2.271 -1.180
O -4.183 0.723 -0.084
N 1.364 1.277 1.286
C 0.718 -0.163 -0.410
C -0.011 1.336 1.126
C -1.880 0.199 -0.246
C 1.820 0.398 0.455
C -2.916 1.123 0.387
C -0.492 0.486 0.190
C 2.130 -2.141 -0.664
C 0.911 -1.580 -0.733
C 3.256 -1.401 -0.167
C 3.123 -0.170 0.378
H -1.965 0.279 -1.334
H 4.219 -1.887 -0.193
H 3.945 0.350 0.840
H -2.867 1.042 1.483
H -4.859 1.291 0.298
H -0.562 2.008 1.756
H -2.136 -0.835 0.008
H -2.706 2.165 0.104
H 2.262 -3.170 -0.960

Results
HOMO level (spin up / spin down) (eV): -6.62 / -8.90
Multiplicity: 3
Charge: 0
Energy above the lowest of the compared OMol25 structures with the same formula, charge and spin (kJ/mol): 0.0

***

(11)
Below is a structure of composition C10H9IrN2O5, with properties calculated with wB97M-V/def2-TZVPD.

CARTESIAN COORDINATES (ANGSTROEM)
Ir -0.003 0.969 -1.838
O -0.492 2.998 -4.270
O -3.112 1.103 -1.817
O -0.415 -2.186 -2.317
O 0.388 2.886 0.576
O 2.967 0.836 -2.735
N 0.009 -0.350 0.218
N -0.854 -0.011 1.187
C -0.115 2.815 -3.156
C 0.363 -1.604 2.031
C -0.688 -0.741 2.306
C 0.784 -1.331 0.713
C 0.224 2.152 -0.304
C -0.227 -1.060 -2.171
C -1.531 -0.551 3.500
C -1.960 1.112 -1.855
C 1.906 -1.971 0.001
C 1.868 0.930 -2.396
H 0.287 3.568 -2.397
H 1.601 -2.924 -0.442
H -0.903 -0.389 4.384
H 2.710 -2.183 0.715
H 0.779 -2.339 2.697
H -1.559 0.726 1.087
H 2.320 -1.332 -0.781
H -2.153 -1.436 3.682
H -2.194 0.312 3.381

Results
HOMO level (spin up / spin down) (eV): -16.22 / -21.12
Multiplicity: 6
Charge: +3
Energy above the lowest of the compared OMol25 structures with the same formula, charge and spin (kJ/mol): 88.0

***

(12)
Below is a structure of composition C10H9LuN2O5, with properties calculated with wB97M-V/def2-TZVPD.

CARTESIAN COORDINATES (ANGSTROEM)
Lu 0.482 -1.641 -0.617
O 0.014 -4.682 1.200
O 3.713 -0.441 0.244
O 3.044 -3.307 -2.514
O 1.204 0.495 -3.280
O -1.914 -0.953 -3.014
N -0.065 0.326 0.263
N 0.505 1.561 0.443
C 1.025 -0.178 -2.357
C -0.237 2.348 1.205
C -2.188 -0.810 0.859
C 0.227 3.697 1.583
C 2.663 -0.845 -0.019
C -0.927 -1.289 -2.456
C -1.271 0.372 0.905
C -1.399 1.623 1.516
C 0.165 -3.711 0.597
C 2.345 -2.718 -1.825
H -0.298 -2.338 -2.480
H 0.256 3.738 2.682
H 1.227 3.916 1.182
H -1.647 -1.776 1.003
H -2.708 -0.860 -0.124
H -2.236 1.955 2.099
H -0.478 4.436 1.179
H -2.896 -0.751 1.689
H 1.394 1.834 0.035

Results
HOMO level (spin up / spin down) (eV): -15.68 / -15.68
Charge: +2
Energy above the lowest of the compared OMol25 structures with the same formula, charge and spin (kJ/mol): 0.0